[1]
{
  "formula": "C21H43N4O2PS3Ta",
  "method": "ωB97M-V/def2-TZVPD",
  "symbols": ["P", "N", "C", "H", "H", "C", "C", "H", "S", "C", "H", "N", "C", "Ta", "H", "H", "H", "C", "H", "H", "N", "H", "H", "H", "H", "H", "C", "C", "H", "C", "C", "H", "C", "H", "H", "H", "H", "O", "H", "H", "H", "H", "H", "H", "C", "C", "O", "H", "H", "H", "C", "H", "H", "C", "H", "H", "H", "H", "C", "N", "H", "C", "C", "C", "H", "H", "H", "S", "C", "H", "S", "H", "C", "H", "H"],
  "xyz": [[1.373, 2.105, -2.283], [0.601, 4.657, -2.906], [0.595, 0.397, 3.157], [-0.227, 0.629, -5.201], [4.404, -1.777, -0.176], [-1.284, -3.010, 1.946], [-1.823, 1.324, 3.278], [3.354, 1.266, 3.967], [1.676, -1.410, 0.612], [-0.468, 1.141, 2.708], [1.657, 2.034, -4.757], [-2.154, -3.027, 0.739], [2.273, -2.967, -3.244], [0.501, 0.521, -0.004], [-1.291, -4.700, -0.236], [-2.896, -5.052, 0.611], [3.033, -0.525, 3.527], [1.702, -2.136, -2.106], [-5.614, -0.921, -0.940], [-1.965, 2.350, 3.605], [-4.076, -1.815, 0.213], [3.847, 0.633, 2.359], [-0.530, 3.430, 0.192], [-1.855, 3.131, 1.345], [2.444, -2.429, -4.211], [-5.967, -2.872, 0.417], [3.801, -2.460, -0.771], [-0.757, 3.228, 1.266], [3.273, -3.425, -2.996], [-0.038, 1.965, 1.604], [1.784, 0.829, 2.526], [-0.431, -2.255, 1.803], [2.483, 2.876, 1.208], [-2.792, -4.123, -0.931], [0.259, 4.984, -2.007], [3.386, 2.646, 1.738], [4.272, -2.420, -1.767], [-0.031, 2.144, -1.649], [2.468, 4.170, -1.935], [-0.931, -4.001, 2.222], [-0.467, 4.067, 1.900], [-4.768, -3.177, 1.752], [0.629, -1.560, 4.051], [-4.216, 0.041, -0.631], [1.325, 1.347, -3.974], [0.545, -0.462, 4.404], [2.296, 1.308, -1.333], [2.115, 3.886, 1.409], [-2.582, 1.129, 2.516], [2.740, 2.780, 0.154], [-2.276, -4.301, 0.040], [-0.471, 0.208, -3.672], [1.898, 0.455, -3.984], [-4.830, -0.687, -0.184], [2.427, 3.846, -3.725], [3.911, -3.517, -0.457], [-0.482, -0.390, 4.782], [-5.389, -0.305, 0.668], [3.084, 0.547, 3.177], [-0.115, 0.999, -4.246], [-2.044, 0.725, 4.108], [2.369, -2.035, -0.868], [-2.755, -1.889, 0.362], [-4.907, -2.959, 0.678], [-0.165, 4.158, -3.399], [0.739, 5.538, -3.436], [-4.563, -3.913, 0.261], [-1.821, -0.352, -0.129], [1.835, 3.760, -2.746], [1.370, -0.288, 5.092], [0.191, -1.307, -2.145], [1.523, -3.751, -3.512], [1.489, 1.807, 1.524], [-0.761, 1.795, -4.148], [-1.931, -2.637, 2.785]],
  "forces_ev_per_a": [[0.1, -3.0, 1.1], [-0.1, 0.0, -0.6], [0.3, -0.9, 1.3], [0.1, 0.3, 0.0], [-0.1, -0.2, 0.4], [-0.2, 2.3, 0.3], [-0.1, 0.1, -1.1], [-0.4, -0.3, -0.1], [0.3, 0.5, -0.3], [-0.5, 0.8, -1.2], [0.0, -0.2, 0.1], [0.9, -0.3, 0.8], [0.1, -0.3, -0.7], [0.6, -3.2, 0.1], [-0.2, 0.1, 0.5], [0.9, 0.6, -0.5], [0.5, 1.3, 0.0], [1.9, 0.5, 2.5], [0.6, -0.3, 0.4], [0.1, 0.3, -0.1], [1.0, -2.0, 0.7], [-0.2, -0.3, 1.0], [-0.3, 0.5, 0.8], [0.5, -0.1, -0.1], [-0.3, 0.0, 0.9], [0.5, 0.5, 0.1], [0.7, -0.8, -0.4], [-0.3, 0.3, -1.3], [-1.4, 0.3, -0.2], [1.6, 0.4, 0.1], [-0.7, 1.0, 0.8], [-1.2, -1.4, 0.3], [-0.3, 0.0, -1.1], [0.3, -0.1, 0.6], [-0.3, -0.3, 0.4], [0.5, 0.4, 0.4], [-0.2, 0.1, 0.4], [0.8, 0.0, -0.5], [-0.3, 0.1, -0.4], [0.0, 0.0, -0.4], [0.2, 0.1, -0.1], [-0.2, 0.8, -0.2], [0.1, 1.4, 0.7], [0.7, 1.0, -0.2], [-1.5, 0.6, 0.4], [-0.5, -1.9, -2.1], [-1.6, 1.1, -1.2], [0.1, -0.1, 0.2], [0.0, 0.0, -0.1], [0.3, 0.5, 0.0], [-1.4, -0.5, -0.9], [0.6, -0.2, 0.8], [0.5, -0.9, 0.0], [-1.9, 0.5, -1.0], [-0.8, -0.3, 1.5], [0.1, 0.6, 0.3], [0.7, 0.0, 0.6], [0.2, 0.2, 0.2], [0.8, -1.5, -2.0], [-0.5, 0.0, -1.4], [-0.2, -1.0, 1.1], [-0.3, -0.5, -2.9], [0.1, 1.1, -0.8], [0.5, -1.4, 0.4], [0.3, 0.4, 0.6], [0.5, -0.5, 0.0], [-0.2, 0.5, -0.4], [-2.0, -0.1, 1.2], [1.5, 2.5, -0.7], [-0.4, 0.2, 0.2], [-0.5, 0.9, -0.2], [0.7, 0.4, 0.3], [-2.0, 0.6, 1.0], [0.3, -0.4, 0.0], [0.8, -0.4, -0.5]],
  "lowdin_charge": [0.478, 0.183, -0.224, 0.183, 0.077, -0.027, 0.013, 0.133, 0.739, -0.201, 0.115, -0.212, -0.091, 1.275, 0.106, 0.116, 0.113, -0.724, 0.127, 0.115, -0.145, 0.109, 0.051, 0.097, 0.085, 0.115, -0.122, -0.051, 0.090, -0.431, -0.277, 0.018, -0.016, 0.111, 0.166, 0.082, 0.077, -0.428, 0.130, 0.103, 0.101, 0.121, 0.118, 0.019, -0.165, 0.015, -0.380, 0.100, 0.090, 0.038, -0.045, 0.034, 0.092, -0.069, 0.153, 0.109, 0.081, 0.120, -0.003, 0.109, 0.067, -0.706, -0.515, 0.016, 0.165, 0.196, 0.069, 0.551, -0.165, 0.094, 0.563, 0.099, -0.396, 0.155, 0.107],
  "orbital_gap_ev": 5.704,
  "charge": 3
}


[2]
{
  "formula": "C21H43N4O4PS",
  "method": "ωB97M-V/def2-TZVPD",
  "symbols": ["N", "C", "O", "H", "O", "H", "C", "H", "C", "C", "H", "H", "H", "H", "H", "H", "H", "S", "C", "C", "C", "H", "H", "P", "H", "N", "H", "C", "H", "H", "H", "H", "H", "C", "C", "C", "H", "C", "H", "O", "C", "N", "H", "H", "H", "H", "H", "C", "H", "C", "H", "H", "C", "H", "C", "C", "C", "H", "H", "H", "H", "H", "H", "H", "H", "H", "H", "N", "C", "H", "H", "C", "H", "O"],
  "xyz": [[4.364, 2.770, -2.639], [-3.477, -1.476, 5.296], [3.929, 1.835, -3.406], [3.554, 4.681, -1.032], [-1.885, -0.711, -3.268], [6.493, 4.947, -5.126], [3.823, 5.120, -1.994], [1.877, 4.903, -3.696], [-5.899, -3.281, 6.323], [2.370, -2.619, -2.373], [-7.155, -5.337, 5.364], [2.123, 3.291, -4.321], [-2.021, -1.425, 3.186], [3.107, 5.917, -2.195], [-6.844, -1.191, 2.901], [-2.048, -3.030, -2.282], [-6.707, -3.605, 2.985], [-3.568, -1.204, -0.880], [1.679, -1.487, -2.998], [-6.142, -5.274, 4.965], [6.032, 4.629, -4.188], [4.266, 4.008, -5.229], [6.016, 2.851, -0.410], [-2.818, -1.871, -2.538], [-6.820, -3.677, 6.751], [0.607, 0.342, -2.152], [2.162, -1.011, -3.846], [-5.695, -3.812, 4.886], [-4.330, -1.320, 5.951], [-6.001, -2.199, 6.376], [7.386, 1.174, -2.233], [6.126, 0.608, -3.307], [-1.684, -2.976, 3.954], [-6.184, -1.636, 3.649], [-6.636, -3.065, 3.936], [6.535, 3.239, -3.819], [-4.738, -2.112, 2.145], [2.299, 3.928, -3.455], [-4.425, -0.604, 2.970], [-4.051, -4.521, 3.510], [3.788, 4.062, -3.120], [-4.261, -3.694, 4.485], [6.135, 4.402, -1.227], [4.162, 5.623, -4.565], [-6.162, -5.757, 3.989], [-6.269, -1.012, 4.543], [6.336, 5.360, -3.434], [-2.413, -2.429, 3.353], [-0.147, 0.620, -1.531], [-3.767, -2.350, 4.062], [7.475, 3.301, -1.286], [-2.674, -1.906, 5.897], [6.312, 1.205, -2.416], [6.373, 2.573, -4.673], [4.515, 4.612, -4.350], [5.852, 2.657, -2.576], [-0.593, -1.120, -3.522], [-3.157, -0.480, 4.983], [5.815, 0.725, -1.571], [2.453, -3.587, -2.861], [2.766, -2.516, -1.366], [4.785, 5.618, -1.896], [-5.487, -5.852, 5.620], [7.615, 3.273, -3.662], [1.741, 3.521, -2.609], [-3.851, -2.173, -3.452], [-2.480, -2.907, 2.376], [0.388, -1.045, -2.507], [6.386, 3.348, -1.308], [-7.646, -3.050, 4.353], [0.557, 0.896, -3.005], [-4.751, -1.634, 3.130], [-5.082, -3.590, 6.976], [-0.328, -1.491, -4.591]],
  "forces_ev_per_a": [[0.5, -0.2, -2.3], [-0.3, 0.1, 0.3], [-0.7, -1.0, 0.2], [0.1, 0.0, 0.0], [0.1, -1.0, 1.2], [0.0, 0.0, 0.0], [0.3, 0.1, 0.2], [0.2, 0.1, 0.1], [0.1, 0.3, 0.1], [-1.9, 2.9, -0.9], [0.0, 0.2, 0.1], [0.1, -0.1, 0.1], [-0.2, 0.1, 0.1], [-0.1, -0.1, -0.1], [0.0, 0.0, 0.0], [0.2, 0.3, -0.8], [0.1, -0.1, 0.0], [0.2, -0.3, -0.4], [1.3, -4.3, 1.3], [0.4, -0.4, -0.5], [0.0, 0.0, 0.0], [0.0, -0.1, 0.1], [-0.1, 0.0, -0.1], [-1.1, 1.2, 1.9], [0.0, -0.1, -0.1], [-0.8, 0.4, 0.6], [-1.1, -0.5, -0.9], [-1.2, 0.1, 1.8], [0.0, -0.1, 0.0], [0.1, 0.0, 0.0], [0.0, 0.2, 0.0], [-0.1, 0.0, 0.0], [0.0, 0.0, 0.0], [0.0, -0.1, 0.0], [0.2, 0.4, -0.4], [-0.3, 0.3, -0.4], [0.1, -0.1, 0.1], [-0.1, -0.7, -0.2], [0.2, -0.1, 0.1], [0.6, -0.6, 0.3], [-0.8, 1.9, 0.9], [-0.9, -0.2, -2.4], [-0.1, 0.0, 0.0], [-0.2, 0.0, 0.1], [0.2, 0.0, 0.0], [0.0, 0.0, 0.0], [0.0, 0.0, 0.0], [0.0, -0.7, -0.3], [0.0, 0.2, 0.0], [1.0, 1.7, 0.9], [0.0, -0.1, -0.1], [0.0, -0.1, 0.0], [-0.5, -0.4, -0.3], [-0.1, -0.1, 0.1], [0.5, -0.2, -0.2], [1.5, 0.3, 1.5], [0.7, 0.3, 1.0], [0.1, -0.1, -0.1], [0.0, 0.0, 0.0], [1.7, 0.7, -0.9], [-1.7, -0.6, 0.7], [0.0, -0.1, 0.1], [0.0, 0.0, 0.0], [0.0, -0.1, 0.2], [0.0, 0.0, 0.0], [0.7, -0.1, -0.3], [-0.1, -0.1, 0.1], [1.3, 1.9, 0.8], [0.0, 0.4, 0.1], [0.1, -0.2, 0.2], [0.0, 0.2, 0.1], [-0.5, -0.2, -0.2], [0.0, 0.0, -0.1], [0.4, -1.3, -3.3]],
  "lowdin_charge": [-0.074, -0.036, -0.027, 0.095, -0.244, 0.114, -0.040, 0.085, -0.042, 0.055, 0.084, 0.077, 0.089, 0.083, 0.114, 0.014, 0.126, 0.136, -0.116, -0.049, -0.176, 0.126, 0.092, 0.331, 0.082, 0.083, 0.106, -0.490, 0.053, 0.059, 0.088, 0.079, 0.090, -0.174, -0.137, -0.138, 0.107, -0.050, 0.123, -0.014, -0.487, -0.073, 0.054, 0.126, 0.079, 0.104, 0.105, -0.046, 0.087, -0.491, 0.088, 0.090, -0.046, 0.125, -0.137, -0.491, -0.650, 0.088, 0.091, 0.040, 0.037, 0.060, 0.092, 0.123, 0.087, -0.005, 0.075, -0.107, -0.034, 0.125, 0.088, -0.141, 0.094, 0.172],
  "orbital_gap_ev": [7.689, 7.680],
  "multiplicity": 3
}


[3]
{
  "formula": "C21H43NO9S",
  "method": "ωB97M-V/def2-TZVPD",
  "symbols": ["O", "H", "H", "H", "H", "H", "H", "C", "H", "C", "O", "H", "H", "C", "N", "C", "H", "H", "H", "H", "H", "H", "O", "H", "H", "H", "C", "H", "H", "C", "H", "O", "H", "O", "H", "H", "H", "H", "C", "H", "H", "H", "H", "H", "O", "C", "O", "H", "H", "H", "C", "S", "H", "H", "C", "C", "O", "C", "H", "C", "H", "C", "H", "H", "H", "H", "O", "C", "C", "C", "C", "C", "H", "C", "C"],
  "xyz": [[1.094, 0.342, -1.958], [4.035, -5.570, -2.276], [1.055, 0.799, 2.497], [0.381, 1.558, 5.123], [-2.750, 6.173, 7.041], [1.977, 2.235, -3.366], [-4.383, 7.658, 6.075], [1.790, -1.222, -3.714], [-2.920, -0.907, 1.121], [4.164, -6.956, -3.931], [-0.400, -1.275, -0.825], [-0.239, 3.483, 1.867], [-4.166, -2.424, 2.590], [4.161, 1.634, -2.441], [2.774, -1.771, -2.805], [-3.422, 5.031, 4.621], [2.179, -1.221, -4.738], [1.477, 3.144, 2.157], [5.240, 1.654, -2.578], [5.704, -5.933, -2.733], [4.946, -7.352, -4.581], [-0.202, 1.144, 1.298], [-3.946, -3.891, 0.182], [-2.117, -3.154, 0.807], [-5.905, -3.235, 0.224], [-5.481, -1.503, 1.849], [4.697, -5.778, -3.119], [2.158, 1.421, -4.931], [-0.380, 1.509, -3.765], [-3.656, 7.227, 5.386], [2.333, -2.319, -2.081], [-1.028, 1.102, -1.027], [0.918, -1.876, -3.713], [3.513, -4.944, -4.983], [3.780, -7.772, -3.320], [-0.309, 0.171, -4.944], [-1.490, 5.932, 4.268], [-4.131, -1.082, -0.153], [-3.625, -1.600, 0.664], [-3.821, 4.252, 5.281], [-1.462, 4.715, 5.539], [5.538, -4.612, -4.747], [2.909, -6.764, -5.724], [-2.565, -2.771, -0.859], [3.610, 0.987, -3.576], [3.075, -6.284, -4.758], [0.297, 3.173, 3.840], [-0.967, 0.135, 3.708], [2.124, -6.267, -4.214], [-3.408, 4.642, 3.601], [-0.349, 2.080, 4.494], [-0.385, -0.055, -1.549], [4.465, -3.669, -3.686], [-3.343, 8.007, 4.682], [1.307, 0.208, -3.413], [-2.452, 6.609, 6.085], [-4.286, 6.168, 4.665], [-4.648, -2.174, 1.642], [3.343, -1.063, -2.368], [-2.059, 5.511, 5.099], [-5.398, -4.239, 1.595], [2.269, 1.296, -3.849], [-1.858, 1.516, 3.054], [3.924, 1.100, -1.515], [3.791, 2.659, -2.352], [-1.658, 7.331, 6.272], [-0.908, -0.346, -3.027], [0.461, 2.876, 2.451], [-5.083, -3.442, 0.918], [0.161, 1.392, 2.292], [4.628, -4.647, -4.138], [-0.877, 1.173, 3.391], [-1.140, 2.472, 5.136], [-0.110, 0.460, -3.917], [-2.949, -2.866, 0.156]],
  "forces_ev_per_a": [[0.1, -0.1, -0.1], [0.0, 0.0, 0.0], [0.0, 0.0, 0.0], [0.0, 0.0, 0.0], [0.0, 0.0, 0.0], [0.0, 0.0, -0.1], [0.0, 0.0, 0.0], [0.0, 0.0, -0.2], [0.0, 0.0, 0.0], [0.0, 0.0, 0.0], [0.0, 0.0, 0.0], [0.0, 0.0, 0.0], [0.0, 0.0, 0.0], [0.0, -0.1, 0.1], [0.0, -0.2, 0.1], [0.0, 0.0, 0.0], [0.0, 0.1, 0.0], [0.0, 0.0, 0.0], [0.0, 0.0, 0.0], [0.0, 0.0, 0.0], [0.0, 0.0, 0.0], [0.0, 0.0, 0.0], [0.0, 0.0, 0.0], [0.0, 0.0, 0.0], [0.0, 0.0, 0.0], [0.0, 0.0, 0.0], [0.0, 0.0, 0.0], [0.1, -0.1, 0.0], [0.0, 0.0, -0.2], [0.0, 0.0, 0.0], [-0.1, 0.1, 0.1], [0.0, -0.1, 0.0], [0.0, 0.0, 0.0], [0.0, 0.0, 0.0], [0.0, 0.0, 0.0], [0.0, -0.3, 0.1], [0.0, 0.0, 0.0], [0.0, 0.0, 0.0], [0.0, 0.0, 0.0], [0.0, 0.0, 0.0], [0.0, 0.0, 0.0], [0.0, 0.0, 0.0], [0.0, 0.0, 0.0], [0.0, 0.0, 0.0], [0.1, 0.1, -0.1], [0.0, 0.0, 0.0], [0.0, 0.0, 0.0], [0.0, 0.0, 0.0], [0.0, 0.0, 0.0], [0.0, 0.0, 0.0], [0.0, 0.0, 0.0], [0.0, 0.0, -0.1], [0.0, 0.0, 0.0], [0.0, 0.0, 0.0], [-0.1, -0.1, 0.2], [0.0, 0.0, 0.0], [0.0, 0.0, 0.0], [0.0, 0.0, 0.0], [0.1, 0.0, -0.1], [0.0, 0.0, 0.0], [0.0, 0.0, 0.0], [-0.1, 0.0, 0.2], [0.0, 0.0, 0.0], [0.0, 0.0, 0.0], [0.0, 0.0, 0.0], [0.0, 0.0, 0.0], [-0.1, 0.1, 0.0], [0.0, 0.0, 0.0], [0.0, 0.0, 0.0], [0.0, 0.0, 0.0], [0.0, 0.0, 0.0], [0.0, 0.0, 0.0], [0.0, 0.0, 0.0], [0.0, 0.2, 0.1], [0.0, 0.0, 0.0]],
  "lowdin_charge": [-0.153, 0.111, 0.118, 0.118, 0.113, 0.139, 0.115, -0.175, 0.104, -0.173, -0.213, 0.119, 0.112, -0.080, 0.054, -0.208, 0.133, 0.116, 0.092, 0.109, 0.112, 0.081, -0.139, 0.118, 0.115, 0.110, -0.172, 0.149, 0.143, -0.210, 0.081, -0.223, 0.129, -0.147, 0.109, 0.151, 0.117, 0.117, -0.169, 0.116, 0.095, 0.115, 0.114, 0.104, -0.164, -0.212, -0.149, 0.112, 0.115, 0.115, -0.208, 0.580, 0.091, 0.116, -0.401, -0.168, -0.142, -0.170, 0.061, -0.172, 0.115, -0.151, 0.113, 0.088, 0.091, 0.111, -0.179, -0.198, -0.212, -0.161, -0.210, -0.164, 0.102, -0.107, -0.213],
  "orbital_gap_ev": 9.615
}